Entry from OMol25: a molecular structure, C35H52ClCsI2N7O3P (wB97M-V/def2-TZVPD).

The calculation puts the maximum force at 0.721 eV/Å. The total energy comes out at -92276.5304 eV. Its HOMO energy is -2.19 eV. The molecular weight comes out at 1071.99 u.

Structure (ORCA input):
```
! RIJCOSX wB97M-V def2-TZVPD def2/J DEFGRID3
* xyz -2 1
Cs -0.682 -0.155 0.456
I 6.478 -5.374 -1.365
C 4.718 -4.283 -1.021
C 3.504 -4.770 -1.476
C 2.351 -4.038 -1.242
I 0.503 -4.747 -1.917
C 2.337 -2.782 -0.555
O 1.295 -2.099 -0.354
C 3.629 -2.346 -0.084
C 3.646 -1.060 0.693
N 3.306 0.072 -0.174
C 3.045 1.296 0.572
C 2.515 2.332 -0.382
C 3.236 3.474 -0.708
C 2.710 4.366 -1.630
C 1.470 4.097 -2.181
C 0.810 2.940 -1.787
N 1.322 2.061 -0.923
C 4.774 -3.072 -0.326
H 3.448 -5.710 -2.008
H 4.640 -0.894 1.121
H 2.931 -1.142 1.526
H 2.452 -0.190 -0.660
H 3.982 1.645 1.015
H 2.320 1.181 1.397
H 4.202 3.643 -0.249
H 3.258 5.261 -1.904
H 1.001 4.767 -2.891
H -0.184 2.720 -2.164
H 5.726 -2.702 0.037
Cl -2.933 -1.675 3.278
C -2.432 0.048 3.494
C -0.960 0.104 4.030
O -0.866 0.051 5.267
O -0.067 0.210 3.154
H -3.080 0.442 4.270
H -2.595 0.530 2.527
N -2.700 1.840 0.293
P -2.812 3.106 -0.512
N -1.734 4.349 -0.012
C -1.579 5.696 -0.535
C -1.276 6.687 0.585
C 0.056 6.359 1.275
C 0.294 4.839 1.288
C -1.019 4.075 1.242
N -2.504 2.892 -2.193
C -2.573 3.931 -3.195
C -3.792 3.761 -4.104
C -3.758 2.387 -4.771
C -3.672 1.290 -3.708
C -2.506 1.553 -2.753
N -4.269 4.061 -0.612
C -4.492 4.922 0.568
C -5.980 5.152 0.802
C -6.676 3.841 1.182
C -6.079 2.669 0.385
C -5.412 3.172 -0.892
H -2.489 6.003 -1.053
H -0.762 5.750 -1.276
H -2.086 6.629 1.318
H -1.274 7.706 0.188
H 0.042 6.755 2.295
H 0.881 6.859 0.757
H 0.863 4.537 2.170
H 0.881 4.552 0.418
H -1.629 4.342 2.120
H -0.851 3.004 1.314
H -1.668 3.879 -3.829
H -2.585 4.909 -2.732
H -3.810 4.559 -4.856
H -4.690 3.862 -3.488
H -2.877 2.332 -5.424
H -4.635 2.238 -5.408
H -3.538 0.305 -4.162
H -4.617 1.257 -3.155
H -1.581 1.400 -3.336
H -2.510 0.846 -1.923
H -4.002 5.882 0.417
H -4.062 4.474 1.476
H -6.420 5.569 -0.110
H -6.112 5.901 1.587
H -7.753 3.926 1.006
H -6.544 3.663 2.253
H -6.845 1.929 0.140
H -5.294 2.161 0.951
H -6.143 3.674 -1.541
H -5.035 2.310 -1.441
C -4.194 -4.392 1.000
C -4.759 -3.410 -0.035
C -5.477 -4.168 -1.159
C -5.716 -2.415 0.637
C -3.638 -2.649 -0.616
N -2.776 -2.015 -1.032
H -5.012 -4.974 1.429
H -3.687 -3.849 1.798
H -3.479 -5.074 0.537
H -6.309 -4.735 -0.738
H -4.796 -4.863 -1.652
H -5.869 -3.476 -1.905
H -6.568 -2.958 1.054
H -6.083 -1.683 -0.084
H -5.207 -1.883 1.440
*
```

***

Entry from OMol25: a single C3H3N3O2 molecule in a non-equilibrium geometry (wB97M-V/def2-TZVPD).

The calculation puts the maximum force at 10.680 eV/Å. The total energy comes out at -11717.2062 eV. Its SMILES is C=NO/C(C#N)=N/O. Its HOMO energy is -9.69 eV. Its energy relative to the best compared isomer or geometry (same formula, charge and spin) is 8.7509 eV. The molecular weight comes out at 113.08 u.

Structure (ORCA input):
```
! RIJCOSX wB97M-V def2-TZVPD def2/J DEFGRID3
* xyz 0 1
C -2.411 1.017 0.007
N -1.394 0.569 0.363
O -0.500 0.258 -0.639
C 0.493 -0.403 -0.263
C 1.664 -0.280 -1.231
N 2.786 -0.189 -1.705
N 0.691 -0.768 0.979
O 2.043 -1.350 0.825
H -3.040 1.015 0.929
H -2.852 1.256 -1.155
H 2.520 -1.126 1.889
*
```

***

Entry from OMol25: 9 unconnected molecules or ions with the total composition C35H53NO15 in a non-equilibrium geometry (wB97M-V/def2-TZVPD).

The calculation puts the maximum force at 5.097 eV/Å. The total energy comes out at -69356.2786 eV. Its SMILES is c1cc[nH]c1.O=C1CCCO1.O=C1CCCO1.O=C1CCCO1.O=C1CCCO1.O=C1CCCO1.O=C1CCCO1.O=C1CCCO1.CC(C)=O. Its HOMO energy is -7.35 eV. Its energy relative to the best compared isomer or geometry (same formula, charge and spin) is 0.0000 eV. The molecular weight comes out at 727.80 u.

Structure (ORCA input):
```
! RIJCOSX wB97M-V def2-TZVPD def2/J DEFGRID3
* xyz 0 1
C -21.083 -13.545 21.062
C -22.157 -12.900 21.731
C -23.324 -13.498 21.267
N -23.020 -14.423 20.412
C -21.694 -14.557 20.284
H -20.045 -13.256 21.150
H -22.029 -12.136 22.483
H -24.368 -13.370 21.510
H -23.680 -15.076 20.013
H -21.287 -15.251 19.563
O -30.115 -11.530 23.432
C -29.197 -12.199 23.926
C -29.005 -12.779 25.343
C -27.744 -13.615 25.187
C -27.016 -12.924 24.068
O -28.134 -12.535 23.229
H -28.848 -11.912 25.985
H -29.939 -13.286 25.585
H -27.177 -13.567 26.117
H -27.988 -14.668 25.045
H -26.524 -12.017 24.417
H -26.354 -13.587 23.511
O -25.134 -16.319 19.426
C -25.671 -16.552 20.508
C -26.719 -17.644 20.736
C -27.164 -17.388 22.187
C -26.102 -16.513 22.784
O -25.429 -15.912 21.647
H -27.510 -17.589 19.989
H -26.257 -18.627 20.646
H -28.059 -16.769 22.126
H -27.315 -18.285 22.788
H -26.462 -15.771 23.497
H -25.352 -17.149 23.254
O -25.101 -7.854 19.560
C -25.399 -8.711 20.316
C -25.568 -10.171 19.962
C -25.394 -10.763 21.389
C -25.863 -9.656 22.357
O -25.520 -8.485 21.633
H -26.605 -10.372 19.696
H -24.828 -10.501 19.232
H -26.043 -11.604 21.630
H -24.363 -11.017 21.635
H -26.927 -9.716 22.588
H -25.328 -9.717 23.304
O -22.473 -9.984 20.288
C -21.720 -10.125 19.317
C -20.215 -10.471 19.479
C -19.912 -10.735 17.985
C -20.976 -9.904 17.219
O -22.076 -9.844 18.096
H -19.607 -9.666 19.893
H -20.166 -11.377 20.083
H -18.860 -10.530 17.785
H -19.896 -11.791 17.715
H -20.631 -8.891 17.016
H -21.181 -10.378 16.258
O -20.533 -11.124 24.504
C -21.507 -10.625 25.043
C -22.847 -10.579 24.412
C -23.655 -9.646 25.362
C -22.802 -9.550 26.642
O -21.492 -10.052 26.288
H -22.804 -10.230 23.381
H -23.245 -11.593 24.452
H -23.732 -8.737 24.765
H -24.664 -9.934 25.657
H -22.845 -8.500 26.933
H -23.212 -10.053 27.518
O -26.614 -13.392 19.925
C -27.767 -13.693 19.665
C -28.882 -14.147 20.557
C -29.875 -14.610 19.591
C -29.563 -13.891 18.303
O -28.211 -13.575 18.402
H -28.698 -14.988 21.225
H -29.249 -13.293 21.127
H -29.890 -15.674 19.353
H -30.895 -14.390 19.907
H -29.802 -14.542 17.462
H -30.226 -13.040 18.151
O -15.806 -12.299 21.042
C -16.376 -11.517 21.735
C -15.825 -10.257 22.403
C -17.122 -9.569 22.540
C -18.137 -10.618 22.907
O -17.738 -11.692 22.146
H -15.431 -10.593 23.362
H -15.067 -9.745 21.810
H -17.132 -8.844 23.354
H -17.362 -9.067 21.603
H -18.153 -10.868 23.968
H -19.108 -10.424 22.452
C -17.507 -14.508 19.321
C -18.275 -15.799 19.163
C -18.184 -16.796 20.316
O -18.891 -16.099 18.130
H -17.681 -13.781 18.527
H -16.441 -14.707 19.426
H -17.836 -14.066 20.262
H -18.881 -16.496 21.098
H -17.199 -16.995 20.739
H -18.469 -17.797 19.992
*
```

***

Entry from OMol25: a molecular structure, C2HBrN2O in a non-equilibrium geometry (wB97M-V/def2-TZVPD).

The calculation puts the maximum force at 4.456 eV/Å. The total energy comes out at -77154.1256 eV. Its HOMO energy (alpha / beta) is -10.80 / -10.76 eV. Its energy relative to the best compared isomer or geometry (same formula, charge and spin) is 4.8516 eV. The molecular weight comes out at 148.95 u.

Structure (ORCA input):
```
! RIJCOSX wB97M-V def2-TZVPD def2/J DEFGRID3
* xyz 0 1
C 0.477 0.277 -0.294
C 1.643 0.201 1.383
N 1.724 0.402 -0.655
N 2.489 0.431 0.448
O 0.371 0.160 0.996
Br 1.808 0.112 4.579
H -0.290 0.049 -0.869
*
```

***

Entry from OMol25: a molecular structure, C40H37ClCsN2P (wB97M-V/def2-TZVPD).

The calculation puts the maximum force at 0.506 eV/Å. The total energy comes out at -67419.4558 eV. Its HOMO energy is -0.52 eV. The molecular weight comes out at 745.08 u.

Structure (ORCA input):
```
! RIJCOSX wB97M-V def2-TZVPD def2/J DEFGRID3
* xyz -2 1
Cs 1.230 0.796 -0.578
C -0.660 -0.605 -4.988
C -1.342 0.486 -4.468
C -1.818 0.470 -3.164
C -1.610 -0.643 -2.354
C -0.941 -1.743 -2.891
C -0.475 -1.728 -4.197
P -2.047 -0.705 -0.572
C -3.575 -1.734 -0.625
C -3.995 -2.324 0.568
C -5.159 -3.075 0.626
C -5.919 -3.264 -0.520
C -5.509 -2.691 -1.716
C -4.350 -1.931 -1.767
C -2.672 0.971 -0.230
C -4.015 1.264 -0.002
C -4.389 2.574 0.257
C -3.410 3.559 0.262
C -2.081 3.229 0.005
C -1.627 1.923 -0.253
H -0.235 -0.555 -5.983
H -1.463 1.374 -5.075
H -2.305 1.344 -2.751
H -0.753 -2.609 -2.262
H 0.078 -2.575 -4.584
H -3.396 -2.186 1.462
H -5.467 -3.518 1.566
H -6.825 -3.857 -0.481
H -6.096 -2.833 -2.615
H -4.042 -1.481 -2.702
H -4.771 0.483 -0.021
H -5.428 2.823 0.447
H -3.686 4.590 0.469
H -1.363 4.051 0.011
C 4.246 0.514 6.297
C 2.802 0.885 6.631
C 1.811 -0.138 6.145
C 1.268 -1.066 7.019
C 0.358 -2.017 6.575
C -0.004 -2.027 5.241
C 0.525 -1.119 4.326
C 0.046 -1.191 2.895
C 0.458 -2.483 2.189
C 1.452 -0.166 4.782
N 1.973 0.841 3.963
C 2.635 0.508 2.913
C 3.176 1.418 1.953
C 3.145 2.823 1.931
C 3.817 3.194 0.767
C 4.213 1.991 0.153
N 3.826 0.918 0.854
H 4.943 1.264 6.676
H 4.382 0.445 5.218
H 4.509 -0.451 6.735
H 2.568 1.847 6.171
H 2.693 0.996 7.715
H 1.559 -1.034 8.064
H -0.072 -2.731 7.266
H -0.731 -2.752 4.887
H 0.445 -0.357 2.323
H -1.043 -1.095 2.864
H 1.546 -2.562 2.127
H 0.049 -2.502 1.177
H 0.093 -3.366 2.719
H 2.828 -0.551 2.685
H 2.694 3.460 2.677
H 4.005 4.195 0.409
H 4.735 1.881 -0.789
Cl 1.084 -0.351 -9.334
C 1.557 0.180 -7.722
C 1.145 1.420 -7.236
C 1.520 1.843 -5.985
C 2.349 1.057 -5.106
C 2.723 1.469 -3.847
C 2.750 -0.208 -5.670
C 2.372 -0.622 -6.923
H 0.520 2.055 -7.855
H 1.174 2.811 -5.637
H 3.440 0.891 -3.275
H 2.451 2.451 -3.478
H 3.376 -0.863 -5.071
H 2.704 -1.586 -7.295
*
```